(1)
Molecular formula: C2H9N
Method: DFT, wB97M-V/def2-TZVPD

Computed properties:
molar mass	47.1	u
E_HOMO (alpha / beta)	-12.77 / -12.77	eV
multiplicity	2
lowest unoccupied orbital energy (alpha / beta)	-4.97 / -10.76	eV
F_max	3.5	eV/A
Kohn-Sham gap (alpha / beta)	7.8 / 2.0	eV
net charge	+1
ΔE to the lowest compared entry with this formula, charge and spin	1.046	eV

XYZ file:
```
12
C2H9N | the Open Molecules 2025 dataset | wB97M-V/def2-TZVPD
N 3.57 5.08 -1.11
H 4.24 5.51 -1.76
H 2.55 5.19 -1.05
H 3.97 5.05 -0.17
C -1.40 -2.06 0.75
C -2.22 -3.22 0.15
H -1.79 -1.71 1.75
H -1.63 -1.10 0.33
H -0.34 -2.25 0.96
H -3.07 -3.65 0.81
H -2.43 -2.86 -0.84
H -1.46 -3.99 0.17
```



(2)
Molecular formula: C51H58B2F2N9O17S
Method: DFT, wB97M-V/def2-TZVPD

Computed properties:
molar mass	1160.8	u
E_HOMO	-5.28	eV
lowest unoccupied orbital energy	0.41	eV
F_max	1.7	eV/A
Kohn-Sham gap	5.7	eV
net charge	-1

XYZ file:
```
140
C51H58B2F2N9O17S | the Open Molecules 2025 dataset | wB97M-V/def2-TZVPD
C 9.88 1.11 0.86
C 10.51 2.33 0.17
C 10.11 3.66 0.81
C 8.72 4.17 0.38
O 7.76 3.88 1.35
B 6.45 3.54 0.82
O 6.54 2.25 0.06
C 5.47 1.50 0.41
F 4.31 2.04 -0.21
C 5.65 0.06 -0.13
C 4.62 -0.26 -1.21
S 4.56 -2.05 -1.62
C 2.86 -2.28 -1.35
N 1.91 -1.53 -1.84
N 0.73 -1.98 -1.27
C 1.05 -2.98 -0.51
O 2.38 -3.23 -0.51
C 5.30 1.76 1.94
B 3.84 1.73 2.61
O 3.68 2.52 3.74
N 2.68 1.01 2.12
C 2.90 -0.42 1.87
C 1.49 1.17 2.98
C 6.47 1.16 2.76
F 6.68 1.97 3.88
C 6.34 -0.28 3.30
C 7.29 -1.29 2.65
O 5.50 3.18 1.94
H 9.62 1.33 1.90
H 10.56 0.26 0.85
H 8.97 0.80 0.34
H 11.60 2.23 0.18
H 10.20 2.34 -0.88
H 10.87 4.42 0.60
H 10.07 3.54 1.89
H 8.45 3.72 -0.59
H 8.77 5.25 0.22
H 5.96 4.47 0.17
H 6.64 0.03 -0.58
H 5.61 -0.67 0.67
H 3.62 0.01 -0.90
H 4.86 0.28 -2.13
H 0.42 -3.60 0.11
H 3.85 3.45 3.54
H 2.62 -1.02 2.74
H 3.94 -0.63 1.64
H 2.30 -0.77 1.02
H 0.78 0.38 2.74
H 0.98 2.11 2.79
H 1.72 1.08 4.04
H 7.38 1.24 2.15
H 6.61 -0.23 4.36
H 5.32 -0.67 3.26
H 6.99 -2.31 2.92
H 8.32 -1.14 2.98
H 7.29 -1.25 1.57
C 6.76 -3.20 8.93
C 5.94 -2.10 8.75
C 4.94 -2.12 7.80
C 4.79 -3.26 7.03
C 5.60 -4.37 7.18
C 6.60 -4.33 8.14
N 3.72 -3.29 6.01
O 3.04 -2.30 5.89
O 3.59 -4.31 5.36
H 7.54 -3.18 9.68
H 6.07 -1.21 9.36
H 4.29 -1.27 7.64
H 5.45 -5.24 6.55
H 7.25 -5.19 8.27
C -2.65 -1.67 -1.93
C -3.51 -1.09 -2.85
C -4.66 -0.46 -2.41
C -4.92 -0.42 -1.05
C -4.08 -0.99 -0.12
C -2.93 -1.62 -0.57
N -6.13 0.27 -0.58
O -6.87 0.75 -1.42
O -6.33 0.33 0.61
H -1.73 -2.15 -2.26
H -3.28 -1.12 -3.90
H -5.34 0.01 -3.11
H -4.31 -0.94 0.93
H -2.24 -2.06 0.14
C -8.45 4.11 -2.00
C -9.03 5.32 -2.36
C -10.00 5.35 -3.35
C -10.37 4.16 -3.95
C -9.79 2.95 -3.61
C -8.82 2.93 -2.62
N -11.41 4.19 -5.00
O -11.88 5.26 -5.30
O -11.74 3.13 -5.50
H -7.69 4.09 -1.23
H -8.73 6.23 -1.87
H -10.47 6.28 -3.65
H -10.10 2.04 -4.11
H -8.35 2.00 -2.33
C -3.88 -6.93 2.02
C -2.93 -6.54 1.09
C -2.17 -5.41 1.31
C -2.37 -4.69 2.47
C -3.31 -5.05 3.41
C -4.07 -6.19 3.18
N -1.56 -3.48 2.72
O -0.75 -3.16 1.87
O -1.75 -2.88 3.75
H -4.48 -7.82 1.85
H -2.79 -7.12 0.19
H -1.43 -5.09 0.59
H -3.45 -4.46 4.31
H -4.82 -6.49 3.90
C 0.56 2.63 -0.03
C -0.16 3.75 -0.44
C -1.11 3.64 -1.44
C -1.32 2.40 -2.01
C -0.61 1.27 -1.64
C 0.34 1.41 -0.64
N -2.35 2.27 -3.06
O -2.96 3.26 -3.39
O -2.55 1.16 -3.53
H 1.31 2.71 0.74
H 0.02 4.71 0.04
H -1.68 4.50 -1.77
H -0.78 0.32 -2.11
H 0.92 0.54 -0.33
C -10.48 1.17 -7.73
C -9.84 0.81 -8.91
C -9.99 -0.47 -9.42
C -10.79 -1.37 -8.73
C -11.42 -1.03 -7.54
C -11.26 0.25 -7.04
N -10.96 -2.73 -9.27
O -10.38 -3.00 -10.30
O -11.69 -3.49 -8.66
H -10.37 2.17 -7.33
H -9.23 1.53 -9.44
H -9.51 -0.77 -10.33
H -12.03 -1.76 -7.03
H -11.75 0.53 -6.12
```



(3)
Molecular formula: C5H12N4
Method: DFT, wB97M-V/def2-TZVPD

Computed properties:
molar mass	128.2	u
structure (SMILES)	[H]/N=C/C=N/[H].[H]/N=C(/C)NC
E_HOMO	-8.51	eV
lowest unoccupied orbital energy	0.24	eV
F_max	2.4	eV/A
Kohn-Sham gap	8.7	eV
net charge	0
ΔE to the lowest compared entry with this formula, charge and spin	1.686	eV

XYZ file:
```
21
C5H12N4 | the Open Molecules 2025 dataset | wB97M-V/def2-TZVPD
H -1.64 -0.68 0.60
N -0.94 -1.19 0.07
C -1.00 -2.43 0.03
C -0.01 -3.20 -0.86
N 0.92 -2.57 -1.44
H 1.58 -3.14 -1.96
H -1.79 -3.13 0.34
H -0.12 -4.29 -0.85
H -1.60 1.60 -0.61
N -1.46 1.79 0.38
C -0.24 1.78 0.74
C 0.07 2.07 2.18
N 0.86 1.59 -0.04
C 0.81 1.08 -1.39
H 0.78 2.90 2.26
H -0.84 2.34 2.70
H 0.51 1.20 2.65
H 1.72 1.38 0.45
H 1.78 1.23 -1.86
H 0.55 0.02 -1.42
H 0.06 1.64 -1.96
```



(4)
Molecular formula: C3H8
Method: DFT, wB97M-V/def2-TZVPD

Computed properties:
molar mass	44.1	u
structure (SMILES)	CCC
E_HOMO	-11.09	eV
lowest unoccupied orbital energy	1.32	eV
F_max	2.3	eV/A
Kohn-Sham gap	12.4	eV
net charge	0
ΔE to the lowest compared entry with this formula, charge and spin	0.793	eV

XYZ file:
```
11
C3H8 | the Open Molecules 2025 dataset | wB97M-V/def2-TZVPD
C -1.23 -0.19 0.50
C -0.01 0.67 0.13
C 1.13 -0.23 -0.54
H -2.17 -0.06 -0.05
H -1.47 -0.35 1.57
H -0.71 -1.04 0.13
H 0.41 1.14 1.03
H -0.29 1.45 -0.59
H 1.32 -1.23 -0.09
H 2.08 0.30 -0.48
H 0.95 -0.46 -1.61
```



(5)
Molecular formula: C17H48BrN4O20P4S2
Method: DFT, wB97M-V/def2-TZVPD

Computed properties:
molar mass	896.5	u
E_HOMO	-6.49	eV
lowest unoccupied orbital energy	1.59	eV
F_max	1.3	eV/A
Kohn-Sham gap	8.1	eV
net charge	-1

XYZ file:
```
96
C17H48BrN4O20P4S2 | the Open Molecules 2025 dataset | wB97M-V/def2-TZVPD
N -0.46 -0.95 -1.23
C -0.57 0.16 -1.81
N 0.28 1.28 -1.61
N -1.55 0.39 -2.75
C -2.72 -0.48 -2.64
C -3.81 0.05 -3.53
C -5.00 -0.88 -3.64
C -5.43 -1.61 -2.37
S -5.92 -0.61 -0.95
O -7.30 -0.93 -0.69
O -5.05 -0.99 0.11
N -5.62 0.95 -1.23
S -6.84 1.74 -1.89
O -7.98 1.92 -1.07
O -7.09 1.40 -3.25
Br -5.87 3.77 -1.98
H 0.32 -0.91 -0.59
H 1.16 0.94 -1.25
H -0.11 1.88 -0.89
H -1.87 1.35 -2.64
H -2.47 -1.49 -2.92
H -3.07 -0.47 -1.62
H -3.38 0.14 -4.52
H -4.11 1.04 -3.24
H -5.86 -0.40 -4.07
H -4.72 -1.66 -4.34
H -4.61 -2.22 -2.02
H -6.25 -2.27 -2.59
C 0.26 -4.95 2.18
O 0.79 -3.74 1.62
P 1.40 -2.63 2.54
O 1.89 -1.46 1.83
O 2.49 -3.38 3.42
C 3.66 -3.87 2.74
O 0.25 -2.35 3.59
C 0.52 -1.44 4.66
H 0.81 -5.79 1.76
H 0.34 -4.97 3.26
H -0.79 -5.03 1.90
H 3.81 -3.35 1.79
H 3.55 -4.94 2.55
H 4.52 -3.70 3.38
H 1.36 -0.79 4.44
H 0.73 -2.01 5.57
H -0.37 -0.83 4.82
C -7.85 -3.02 3.56
O -8.37 -4.00 2.66
P -9.91 -4.03 2.31
O -10.27 -5.07 1.36
O -10.29 -2.55 1.89
C -9.71 -2.02 0.68
O -10.60 -4.14 3.74
C -12.03 -4.09 3.78
H -7.10 -2.43 3.03
H -8.63 -2.36 3.94
H -7.38 -3.54 4.40
H -9.36 -2.81 0.02
H -8.87 -1.38 0.93
H -10.47 -1.43 0.16
H -12.47 -4.34 2.81
H -12.35 -3.09 4.08
H -12.37 -4.82 4.52
C 8.37 1.33 2.16
O 7.86 0.28 1.34
P 6.30 0.03 1.26
O 5.93 -1.07 0.38
O 5.66 1.44 0.90
C 5.92 1.97 -0.42
O 5.89 -0.13 2.78
C 4.48 -0.25 3.07
H 8.93 2.02 1.52
H 7.58 1.88 2.67
H 9.04 0.90 2.90
H 6.22 1.18 -1.11
H 6.71 2.72 -0.36
H 5.01 2.43 -0.78
H 3.90 -0.54 2.20
H 4.11 0.71 3.45
H 4.36 -1.01 3.84
C 10.56 5.82 -4.19
O 9.88 4.82 -3.41
P 8.39 5.07 -2.93
O 7.83 3.97 -2.17
O 7.58 5.45 -4.25
C 7.38 4.42 -5.23
O 8.48 6.46 -2.19
C 7.26 7.04 -1.71
H 10.84 5.38 -5.14
H 9.94 6.69 -4.37
H 11.45 6.12 -3.65
H 7.50 3.43 -4.79
H 8.11 4.55 -6.04
H 6.38 4.52 -5.63
H 6.47 6.29 -1.61
H 6.93 7.82 -2.40
H 7.46 7.48 -0.74
```



(6)
Molecular formula: C40H86F9N6O8S3
Method: DFT, wB97M-V/def2-TZVPD

Computed properties:
molar mass	1046.3	u
E_HOMO	-10.61	eV
lowest unoccupied orbital energy	-4.33	eV
F_max	6.3	eV/A
Kohn-Sham gap	6.3	eV
net charge	+3

XYZ file:
```
152
C40H86F9N6O8S3 | the Open Molecules 2025 dataset | wB97M-V/def2-TZVPD
C -1.54 0.78 -0.59
F -0.98 0.55 0.65
F -2.69 0.16 -0.72
F -1.60 2.08 -0.85
S -0.28 -0.04 -1.82
O 0.98 0.75 -1.77
O -0.04 -1.44 -1.30
O -0.80 0.07 -3.15
C -7.50 6.88 4.56
N -6.20 6.23 3.84
C -6.46 4.72 3.67
C -6.17 6.91 2.49
C -5.01 6.51 4.74
C -3.67 5.98 4.11
O -3.15 6.85 3.04
H -7.78 6.26 5.41
H -8.38 6.76 3.92
H -7.41 7.96 4.69
H -6.33 4.16 4.60
H -5.70 4.39 2.97
H -7.46 4.76 3.26
H -5.33 6.53 1.91
H -6.12 7.99 2.53
H -7.15 6.65 2.09
H -5.12 6.01 5.70
H -4.91 7.58 4.90
H -3.67 4.97 3.70
H -3.03 5.85 4.98
H -2.92 7.69 3.45
C 0.59 7.77 -4.49
C 1.84 8.54 -4.15
C 1.78 9.19 -2.71
N 3.16 9.15 -2.04
C 3.46 7.70 -1.60
C 3.21 9.96 -0.76
C 4.66 10.39 -0.64
C 5.17 10.56 -2.12
C 4.25 9.72 -2.98
H -0.25 8.45 -4.36
H 0.47 6.84 -3.94
H 0.64 7.51 -5.55
H 1.91 9.41 -4.80
H 2.71 7.93 -4.35
H 1.03 8.63 -2.15
H 1.54 10.25 -2.80
H 2.54 7.37 -1.13
H 4.39 7.59 -1.04
H 3.52 7.11 -2.52
H 2.68 9.59 0.12
H 2.68 10.90 -0.85
H 5.04 9.51 -0.11
H 4.86 11.27 -0.02
H 6.22 10.28 -2.25
H 5.27 11.58 -2.49
H 4.66 8.85 -3.50
H 3.74 10.38 -3.68
C 4.74 -2.27 -6.77
C 3.28 -2.37 -7.15
C 3.01 -3.38 -8.27
N 1.60 -3.43 -8.83
C 0.61 -4.04 -7.85
C 0.96 -2.06 -9.26
C 0.11 -2.32 -10.46
C 0.55 -3.63 -11.09
C 1.66 -4.21 -10.14
H 5.15 -3.11 -6.22
H 4.98 -1.53 -6.00
H 5.42 -2.12 -7.61
H 2.80 -1.41 -7.30
H 2.73 -2.90 -6.37
H 3.52 -4.34 -8.30
H 3.54 -2.87 -9.09
H 0.99 -4.97 -7.44
H -0.35 -4.12 -8.36
H 0.50 -3.49 -6.92
H 0.41 -1.57 -8.45
H 1.82 -1.48 -9.57
H -0.95 -2.47 -10.26
H 0.41 -1.54 -11.16
H -0.20 -4.42 -11.16
H 0.91 -3.46 -12.10
H 1.45 -5.24 -9.84
H 2.63 -4.05 -10.60
C 3.95 1.04 3.27
C 4.78 -0.23 3.52
C 3.94 -1.49 3.32
N 4.76 -2.82 3.21
C 5.42 -3.07 4.60
C 5.82 -2.72 2.07
C 5.47 -3.68 0.97
C 4.63 -4.68 1.73
C 3.79 -3.99 2.86
H 3.54 1.07 2.26
H 4.34 1.95 3.74
H 3.04 0.85 3.84
H 5.36 -0.28 4.44
H 5.53 -0.07 2.75
H 3.45 -1.38 2.36
H 3.14 -1.73 4.02
H 4.60 -2.83 5.28
H 6.27 -2.39 4.71
H 5.58 -4.14 4.59
H 6.79 -2.85 2.55
H 5.76 -1.74 1.61
H 6.29 -4.17 0.45
H 4.85 -3.10 0.29
H 5.18 -5.51 2.17
H 3.90 -5.15 1.07
H 3.53 -4.79 3.55
H 2.90 -3.51 2.44
C -6.52 -5.47 -0.04
C -5.59 -6.55 -0.17
C -5.45 -7.44 1.12
N -4.70 -8.83 0.93
C -5.79 -9.87 0.47
C -3.93 -9.28 2.21
C -3.14 -10.56 1.76
C -2.67 -10.08 0.36
C -3.47 -8.82 -0.04
H -7.48 -5.97 0.10
H -6.54 -4.85 -0.94
H -6.19 -4.71 0.66
H -4.61 -6.15 -0.42
H -5.96 -7.10 -1.03
H -6.41 -7.73 1.54
H -4.82 -6.91 1.84
H -5.24 -10.79 0.25
H -6.34 -9.51 -0.40
H -6.51 -9.99 1.27
H -4.63 -9.50 3.02
H -3.28 -8.47 2.54
H -3.85 -11.38 1.69
H -2.24 -10.77 2.34
H -2.79 -10.76 -0.48
H -1.62 -9.79 0.43
H -3.99 -8.91 -1.00
H -2.97 -7.88 0.19
C -1.48 -2.62 7.62
F -0.38 -3.33 7.68
F -1.50 -1.92 6.49
F -2.58 -3.45 7.50
S -1.80 -1.50 9.07
O -2.76 -0.56 8.52
O -2.27 -2.32 10.17
N -0.14 -0.82 9.21
S -0.30 0.55 9.78
O -0.76 1.61 8.86
O -0.97 0.57 11.07
C 1.55 1.17 10.11
F 1.59 2.48 9.91
F 1.85 0.87 11.38
F 2.41 0.61 9.22
```



(7)
Molecular formula: C2H8S4
Method: DFT, wB97M-V/def2-TZVPD

Computed properties:
molar mass	160.4	u
structure (SMILES)	CSS.CSS
E_HOMO	-8.46	eV
lowest unoccupied orbital energy	0.15	eV
F_max	4.7	eV/A
Kohn-Sham gap	8.6	eV
net charge	0
ΔE to the lowest compared entry with this formula, charge and spin	1.799	eV

XYZ file:
```
14
C2H8S4 | the Open Molecules 2025 dataset | wB97M-V/def2-TZVPD
C 2.49 0.19 -0.62
S 2.50 -1.33 -1.67
S 0.65 -2.11 -1.76
H 3.51 0.60 -0.63
H 2.45 -0.16 0.52
H 1.79 0.94 -0.79
H 0.41 -3.03 -0.80
C -2.33 0.34 -0.15
S -2.65 0.28 1.67
S -1.22 1.59 2.41
H -3.20 0.23 -0.76
H -1.70 -0.42 -0.70
H -2.09 1.43 -0.30
H -0.63 1.46 3.58
```



(8)
Molecular formula: C15H17AuCl2N2O3
Method: DFT, wB97M-V/def2-TZVPD

Computed properties:
molar mass	541.2	u
E_HOMO	-7.09	eV
lowest unoccupied orbital energy	-0.16	eV
F_max	0.6	eV/A
Kohn-Sham gap	6.9	eV
net charge	0
ΔE to the lowest compared entry with this formula, charge and spin	4.573	eV

XYZ file:
```
40
C15H17AuCl2N2O3 | the Open Molecules 2025 dataset | wB97M-V/def2-TZVPD
Au -1.49 -0.45 -2.25
Cl 2.14 -2.78 4.17
C 1.35 -2.28 2.69
C 0.40 -3.07 2.18
C -0.44 -2.91 1.00
Cl -1.84 -3.95 1.02
C -0.32 -2.07 -0.07
O -1.19 -2.04 -1.03
C 0.87 -1.21 -0.12
C -0.51 1.40 0.85
O -1.59 1.11 0.43
C 1.84 -0.95 2.14
H 0.18 -3.96 2.75
H 0.10 2.17 0.34
H 2.79 -0.72 2.63
C 3.23 -2.15 0.42
C 2.14 -1.14 0.66
C 0.87 0.10 2.65
C -0.01 0.98 2.20
N 1.04 -0.08 -0.74
N 2.31 0.16 -0.05
C -0.76 1.83 3.21
H 4.16 -1.81 0.88
H 3.40 -2.29 -0.65
H 2.98 -3.12 0.84
H 0.93 0.08 3.74
H 3.04 0.14 -0.75
H -0.45 1.60 4.23
H -1.84 1.66 3.12
H -0.58 2.89 3.03
C -1.28 3.12 -4.45
O -1.01 1.87 -3.77
C -1.95 1.10 -3.32
C -3.36 1.54 -3.53
H -1.92 3.76 -3.83
H -1.75 2.93 -5.41
H -0.31 3.58 -4.58
H -3.54 2.08 -4.46
H -3.61 2.20 -2.69
H -4.02 0.68 -3.46
```



DFT total energy / hartree: -135.93160, -4397.36916, -416.68347, -119.06634, -7136.63006, -4598.31325, -1673.67226, -1972.90197